[1]
Density functional theory data (ωB97M-V/def2-TZVPD) for an isolated molecule of C4H7FN2O.

Summary:
orbital gap: 10.27 eV
SMILES: FC[C@H]1CN=CNO1
energy: -441.1281 a.u.
net charge: 0

Cartesian coordinates (Å):
C (-1.64024, 0.54748, -0.03376)
C (-0.47291, -0.12778, 0.74220)
C (0.17710, -1.41944, 0.15411)
C (1.52855, 0.02156, -1.04047)
H (-2.59221, -0.08757, 0.22286)
H (-1.46961, 0.68742, -1.07342)
H (-0.83390, -0.23442, 1.76154)
H (0.72454, -1.78279, 1.05598)
H (-0.60274, -2.07748, -0.19423)
H (2.25288, 0.36402, -1.83389)
H (1.97503, 1.56038, -0.14172)
N (1.13761, -1.19058, -0.94368)
N (1.08078, 1.13763, -0.33586)
O (0.59388, 0.80124, 0.98697)
F (-1.85876, 1.80034, 0.67337)

Here are the Löwdin charges for atoms 1 to 5, given in e:
1 C -0.091
2 C -0.311
3 C -0.154
4 C -0.234
5 H 0.153



[2]
Density functional theory data (ωB97M-V/def2-TZVPD) for a cluster of 2 separate species, C4H7FNO in total.

Summary:
orbital gap (alpha / beta): 5.43 / 5.43 eV
energy: -386.2997 a.u.
net charge: -1

Cartesian coordinates (Å):
C (2.27292, -0.63250, -0.44553)
C (1.17224, -0.54741, 0.30536)
C (-0.11049, -0.93238, -0.20786)
C (-1.33834, -0.68019, 0.33486)
N (-1.86718, 1.86824, 0.28846)
O (-0.52676, 2.00043, -0.25165)
F (-2.50918, -1.17239, -0.23046)
H (3.14416, -0.12459, -0.13835)
H (2.39101, -1.17921, -1.29906)
H (1.34735, -0.00746, 1.27882)
H (-0.45370, 1.44562, -1.02137)
H (-0.27594, -1.43370, -1.19354)
H (-1.70625, -0.41223, 1.25307)
H (-1.53985, 1.80779, 1.32723)

Here are the Löwdin charges for atoms 1 to 5, given in e:
1 C -0.057
2 C -0.221
3 C -0.161
4 C -0.183
5 N -0.226



[3]
Density functional theory data (ωB97M-V/def2-TZVPD) for a cluster of 2 separate species, C4H7FNO2 in total.

Summary:
orbital gap: 8.30 eV
energy: -461.6159 a.u.
net charge: -1

Cartesian coordinates (Å):
C (1.72244, -0.45181, 0.35477)
C (0.51897, 1.60019, -0.74156)
C (-1.35505, -1.42069, -0.07803)
C (0.58644, 0.55874, 0.35736)
N (-1.46579, -0.03490, 0.04010)
O (1.65478, -1.55939, -0.18783)
O (2.63356, 0.11379, 1.03928)
F (-2.11655, 0.20649, 1.30095)
H (1.44860, 2.22545, -0.95472)
H (0.35193, 0.96635, -1.57573)
H (-0.53396, 2.02975, -0.53078)
H (-0.80429, -1.47908, -0.97357)
H (-0.60226, -1.80952, 0.63721)
H (-2.39356, -1.81704, -0.09348)
H (0.35476, 0.87166, 1.40602)

Here are the Löwdin charges for atoms 1 to 5, given in e:
1 C -0.745
2 C -0.114
3 C -0.204
4 C -0.082
5 N -0.115



Listing relative energy (zero: lowest compared OMol25 entry of this formula, charge and spin) for the structures above in their given order: 3.351 1.822 2.683 eV.